Record 1
DFT (wB97M-V/def2-TZVPD) results for a structure of composition C46H51BrF9N2OP2SY at a distorted geometry.

* gap between HOMO and LUMO: 7.143 eV
* charge: +2
* max |F|: 0.05459 hartree/bohr
* highest occupied orbital energy: -0.493 Ha
* relative energy (zero: lowest compared OMol25 entry of this formula, charge and spin): 0.000 eV

Geometry (Å):
1 Y 0.298 -0.736 -0.994
2 C 3.563 -5.174 -3.023
3 C 2.325 -4.626 -2.298
4 C 1.553 -5.488 -1.452
5 C 0.404 -5.030 -0.820
6 C 0.047 -3.641 -0.926
7 Br -1.618 -2.957 -0.130
8 N 0.829 -2.835 -1.671
9 C 1.902 -3.336 -2.406
10 H 3.525 -6.283 -2.986
11 H 4.532 -4.784 -2.589
12 H 3.480 -4.927 -4.074
13 H 1.869 -6.536 -1.336
14 H -0.235 -5.655 -0.227
15 H 2.384 -2.653 -3.121
16 S 2.396 3.107 -3.245
17 C 1.761 1.706 -2.802
18 N 1.286 0.705 -2.369
19 O 1.102 -0.206 0.818
20 P 2.024 0.291 1.978
21 C 1.607 -0.831 3.339
22 C 0.877 -2.081 2.862
23 C 0.664 -3.128 3.956
24 C 1.008 -2.720 5.378
25 C 2.397 -2.047 5.474
26 C 2.853 -1.268 4.277
27 C 3.785 0.359 1.483
28 C 4.195 1.541 0.617
29 C 5.727 1.604 0.455
30 C 6.437 0.246 0.306
31 C 5.429 -0.863 -0.158
32 C 4.215 -1.004 0.793
33 C 1.471 1.958 2.522
34 C 1.267 2.894 1.313
35 C 0.276 3.951 1.839
36 C 0.662 4.600 3.212
37 C 2.037 4.125 3.774
38 C 2.205 2.614 3.706
39 H 0.944 -0.326 4.072
40 H 1.441 -2.551 2.020
41 H -0.088 -1.747 2.488
42 H 1.247 -4.018 3.613
43 H -0.448 -3.392 3.968
44 H 0.913 -3.561 6.104
45 H 0.175 -2.022 5.706
46 H 3.095 -2.870 5.696
47 H 2.431 -1.401 6.357
48 H 3.633 -1.816 3.662
49 H 3.402 -0.337 4.645
50 H 4.427 0.449 2.389
51 H 3.923 2.482 1.084
52 H 3.727 1.406 -0.354
53 H 6.126 2.070 1.382
54 H 6.036 2.173 -0.443
55 H 6.985 -0.099 1.193
56 H 7.225 0.272 -0.515
57 H 5.939 -1.835 -0.301
58 H 5.063 -0.588 -1.157
59 H 4.448 -1.731 1.616
60 H 3.377 -1.447 0.187
61 H 0.494 1.815 2.898
62 H 0.909 2.412 0.385
63 H 2.185 3.447 1.082
64 H -0.702 3.468 1.934
65 H 0.130 4.805 1.155
66 H -0.155 4.314 3.878
67 H 0.576 5.716 3.161
68 H 2.109 4.476 4.816
69 H 2.891 4.652 3.231
70 H 1.709 2.138 4.629
71 H 3.292 2.395 3.829
72 F -0.925 3.936 -7.249
73 C -2.006 4.015 -6.446
74 F -3.067 3.658 -7.231
75 F -2.158 5.350 -6.177
76 C -1.949 3.137 -5.243
77 C -1.666 1.779 -5.361
78 C -1.651 0.961 -4.230
79 C -2.149 1.443 -3.008
80 C -2.227 2.802 -2.851
81 C -2.266 3.642 -3.965
82 P -2.431 0.302 -1.637
83 C -3.604 1.194 -0.640
84 C -4.968 1.266 -0.890
85 C -5.865 1.835 -0.044
86 C -5.356 2.301 1.191
87 C -3.967 2.273 1.479
88 C -3.146 1.781 0.531
89 C -6.210 2.894 2.290
90 F -7.539 2.998 1.960
91 F -5.853 4.117 2.691
92 F -6.149 2.105 3.418
93 C -3.555 -0.957 -2.285
94 C -4.259 -1.719 -1.302
95 C -5.020 -2.832 -1.574
96 C -5.041 -3.221 -2.924
97 C -4.449 -2.495 -3.948
98 C -3.813 -1.339 -3.591
99 C -5.759 -4.466 -3.215
100 F -5.078 -5.546 -2.822
101 F -6.948 -4.555 -2.588
102 F -5.987 -4.630 -4.554
103 H -1.391 1.361 -6.316
104 H -1.245 -0.045 -4.287
105 H -2.251 3.227 -1.818
106 H -2.352 4.724 -3.787
107 H -5.420 0.798 -1.782
108 H -6.899 1.996 -0.307
109 H -3.622 2.757 2.389
110 H -2.059 1.809 0.654
111 H -4.152 -1.439 -0.255
112 H -5.530 -3.351 -0.759
113 H -4.516 -2.790 -4.986
114 H -3.503 -0.720 -4.417



Record 2
DFT (wB97M-V/def2-TZVPD) results for a structure of composition C46H51ClN10ORu at a distorted geometry.

* gap between HOMO and LUMO (alpha / beta): 7.432 / 3.769 eV
* 2S+1: 2
* charge: +3
* max |F|: 0.07847 hartree/bohr
* highest occupied orbital energy (alpha / beta): -0.563 / -0.562 Ha
* relative energy (zero: lowest compared OMol25 entry of this formula, charge and spin): 0.300 eV
* ⟨S²⟩: 1.24

Geometry (Å):
1 Ru 0.939 3.011 0.246
2 C -1.249 4.921 1.274
3 C -0.427 5.858 0.378
4 C -0.475 5.388 -1.049
5 C -1.185 6.081 -2.022
6 C -1.144 5.643 -3.337
7 C -0.411 4.502 -3.635
8 C 0.219 3.832 -2.604
9 N 0.186 4.259 -1.336
10 N -0.476 3.735 1.688
11 C -1.390 2.613 1.965
12 C -1.923 2.080 0.663
13 C -3.279 1.971 0.395
14 C -3.687 1.514 -0.851
15 C -2.719 1.160 -1.780
16 C -1.383 1.272 -1.422
17 N -0.991 1.731 -0.236
18 C 0.312 4.046 2.897
19 C 1.468 3.096 3.078
20 C 2.050 2.878 4.318
21 C 3.200 2.108 4.393
22 C 3.699 1.536 3.229
23 C 3.035 1.759 2.038
24 N 1.957 2.541 1.958
25 H -2.124 4.587 0.707
26 H -1.604 5.458 2.159
27 H 0.624 5.891 0.706
28 H -0.833 6.867 0.442
29 H -1.751 6.960 -1.753
30 H -1.663 6.185 -4.113
31 H -0.317 4.142 -4.648
32 H 0.782 2.927 -2.804
33 H -2.205 2.932 2.626
34 H -0.809 1.823 2.458
35 H -4.000 2.243 1.151
36 H -4.737 1.444 -1.087
37 H -2.996 0.826 -2.768
38 H -0.600 0.969 -2.106
39 H -0.331 4.061 3.787
40 H 0.729 5.055 2.788
41 H 1.631 3.339 5.200
42 H 3.700 1.963 5.337
43 H 4.598 0.942 3.242
44 H 3.375 1.303 1.117
45 C -1.644 -5.774 1.656
46 C -1.282 -4.389 2.206
47 C -1.174 -4.533 3.735
48 C 0.090 -4.012 1.645
49 C -2.395 -3.311 1.888
50 O -3.677 -3.786 2.166
51 C -2.342 -2.773 0.418
52 C -2.932 -3.715 -0.650
53 C -2.080 -3.833 -1.874
54 C -1.769 -5.084 -2.413
55 C -1.057 -5.200 -3.588
56 C -0.628 -4.051 -4.254
57 Cl 0.211 -4.188 -5.742
58 C -0.904 -2.792 -3.714
59 C -1.615 -2.692 -2.539
60 C -2.337 -2.084 2.851
61 N -1.097 -1.376 2.963
62 C -0.485 -0.577 2.080
63 N 0.595 -0.039 2.615
64 C 0.608 -0.556 3.865
65 N -0.396 -1.360 4.098
66 H -0.850 -6.468 1.921
67 H -1.710 -5.787 0.572
68 H -2.560 -6.167 2.091
69 H -0.531 -5.377 3.969
70 H -2.152 -4.726 4.167
71 H -0.742 -3.654 4.204
72 H 0.831 -4.699 2.045
73 H 0.398 -3.008 1.915
74 H 0.131 -4.108 0.560
75 H -3.816 -4.660 1.784
76 H -1.311 -2.529 0.171
77 H -2.926 -1.850 0.414
78 H -3.913 -3.333 -0.952
79 H -3.121 -4.710 -0.254
80 H -2.105 -5.980 -1.913
81 H -0.846 -6.172 -4.004
82 H -0.583 -1.908 -4.242
83 H -1.855 -1.716 -2.139
84 H -2.588 -2.439 3.851
85 H -3.117 -1.381 2.539
86 H -0.822 -0.383 1.085
87 H 1.354 -0.324 4.595
88 C 4.400 3.519 -1.939
89 C 3.364 3.481 -1.004
90 N 2.464 2.484 -0.994
91 C 2.561 1.493 -1.863
92 C 3.598 1.408 -2.831
93 C 4.513 2.504 -2.852
94 C 3.741 0.386 -3.787
95 C 3.282 -0.931 -3.819
96 C 2.778 -1.729 -2.787
97 C 2.469 -3.108 -3.047
98 C 2.029 -3.847 -1.990
99 N 1.839 -3.310 -0.781
100 C 2.086 -2.030 -0.592
101 N 2.557 -1.268 -1.532
102 H 5.098 4.340 -1.932
103 H 3.248 4.268 -0.255
104 H 1.788 0.734 -1.813
105 H 5.307 2.510 -3.583
106 H 4.391 0.644 -4.614
107 H 3.454 -1.456 -4.747
108 H 2.611 -3.522 -4.031
109 H 1.853 -4.911 -2.079
110 H 1.920 -1.608 0.388



Record 3
DFT (wB97M-V/def2-TZVPD) results for a structure of composition C46H52EuN9O3 at a distorted geometry.

* gap between HOMO and LUMO (alpha / beta): 3.969 / 5.172 eV
* 2S+1: 7
* charge: +2
* max |F|: 0.08892 hartree/bohr
* highest occupied orbital energy (alpha / beta): -0.357 / -0.462 Ha
* ⟨S²⟩: 12.08

Geometry (Å):
1 Eu -0.207 0.453 0.137
2 O -5.501 2.383 -0.079
3 C -5.545 3.319 0.757
4 O -6.391 3.977 1.274
5 C -4.017 3.324 1.051
6 C -3.572 2.441 2.047
7 C -2.315 1.875 1.954
8 N -1.467 2.191 0.951
9 C -1.846 3.119 0.042
10 C -3.098 3.709 0.064
11 C -0.845 3.437 -0.994
12 C -0.820 4.689 -1.613
13 C 0.124 4.954 -2.585
14 C 1.028 3.953 -2.926
15 C 0.943 2.741 -2.270
16 N 0.041 2.467 -1.320
17 C -1.827 0.878 2.930
18 C -2.464 0.676 4.154
19 C -1.994 -0.303 5.009
20 C -0.879 -1.039 4.632
21 C -0.292 -0.769 3.408
22 N -0.746 0.158 2.562
23 H -4.247 2.190 2.848
24 H -3.404 4.397 -0.709
25 H -1.532 5.443 -1.324
26 H 0.153 5.915 -3.074
27 H 1.771 4.118 -3.690
28 H 1.641 1.944 -2.506
29 H -3.319 1.270 4.433
30 H -2.489 -0.480 5.951
31 H -0.485 -1.810 5.273
32 H 0.585 -1.320 3.084
33 C -1.767 0.374 -3.022
34 N -2.668 0.822 -1.951
35 C -3.680 1.712 -2.517
36 C -3.092 -0.290 -1.173
37 N -2.115 -0.761 -0.421
38 C -2.365 -1.592 0.690
39 C -3.511 -1.409 1.448
40 C -3.797 -2.211 2.555
41 C -2.941 -3.213 2.913
42 C -1.727 -3.396 2.220
43 C -0.827 -4.391 2.655
44 C 0.393 -4.538 2.063
45 C 0.766 -3.684 1.022
46 C -0.090 -2.713 0.540
47 N 0.385 -1.778 -0.409
48 C 1.089 -2.103 -1.461
49 N 1.158 -3.308 -2.046
50 C 2.288 -3.761 -2.834
51 C 0.144 -4.328 -1.876
52 N 1.737 -0.977 -2.039
53 C 1.748 -0.897 -3.500
54 C 3.031 -0.654 -1.439
55 C -1.391 -2.556 1.118
56 N -4.286 -0.890 -1.332
57 C -4.395 -2.327 -1.180
58 C -5.598 -0.273 -1.456
59 H -1.361 1.255 -3.517
60 H -2.304 -0.221 -3.772
61 H -0.945 -0.221 -2.608
62 H -3.154 2.546 -2.980
63 H -4.310 2.108 -1.725
64 H -4.296 1.226 -3.279
65 H -4.193 -0.612 1.184
66 H -4.714 -2.051 3.099
67 H -3.165 -3.865 3.743
68 H -1.122 -5.020 3.478
69 H 1.081 -5.296 2.398
70 H 1.762 -3.756 0.613
71 H 3.135 -3.089 -2.748
72 H 2.020 -3.876 -3.885
73 H 2.601 -4.735 -2.451
74 H -0.790 -3.894 -1.525
75 H 0.467 -5.100 -1.171
76 H -0.024 -4.795 -2.848
77 H 0.925 -1.477 -3.908
78 H 2.682 -1.248 -3.946
79 H 1.602 0.142 -3.797
80 H 2.980 -0.820 -0.364
81 H 3.280 0.392 -1.621
82 H 3.849 -1.263 -1.845
83 H -3.421 -2.801 -1.284
84 H -5.056 -2.676 -1.976
85 H -4.833 -2.619 -0.223
86 H -5.596 0.761 -1.135
87 H -6.273 -0.805 -0.784
88 H -5.989 -0.359 -2.468
89 C 8.273 0.506 1.058
90 C 6.834 0.886 1.043
91 C 5.864 0.097 1.663
92 C 4.525 0.435 1.658
93 C 3.551 -0.406 2.424
94 C 4.117 1.617 0.979
95 C 2.739 1.944 0.811
96 O 1.769 1.183 0.994
97 C 5.103 2.460 0.389
98 C 4.749 3.738 -0.307
99 C 6.425 2.069 0.423
100 H 8.427 -0.471 1.511
101 H 8.848 1.242 1.621
102 H 8.682 0.498 0.048
103 H 6.180 -0.799 2.175
104 H 4.087 -1.147 3.010
105 H 2.845 -0.927 1.773
106 H 2.965 0.216 3.100
107 H 2.527 2.959 0.433
108 H 4.131 3.556 -1.186
109 H 5.653 4.244 -0.634
110 H 4.214 4.414 0.358
111 H 7.173 2.698 -0.038



Q: Which formula does entry 3 have?
A: C46H52EuN9O3



Q: charge of number 1 (C46H51BrF9N2OP2SY)?
A: +2